(1)
{
  "formula": "C6H6Cl3",
  "method": "wB97M-V/def2-TZVPD",
  "multiplicity": 2,
  "orbital_gap_ev": [9.02, 9.49],
  "lumo_ev": [0.78, -1.06],
  "charge": 0,
  "homo_energy_ev": [-8.2, -10.6],
  "species": ["H", "C", "H", "H", "C", "Cl", "C", "Cl", "C", "H", "C", "H", "C", "Cl", "H"],
  "coordinates": [[-1.797, 1.203, -1.041], [0.315, 1.128, -0.463], [0.924, 0.605, 1.518], [-2.179, -1.305, -0.873], [0.978, -1.171, 0.432], [2.952, 0.751, 0.462], [-1.258, -0.833, -0.492], [0.451, 2.894, -0.295], [1.223, 0.289, 0.512], [1.747, -1.784, 0.863], [-0.215, -1.679, -0.058], [-0.475, -2.761, 0.074], [-1.194, 0.624, -0.304], [-2.161, 1.080, 1.154], [0.690, 0.961, -1.489]]
}

---

(2)
{
  "formula": "C29H43BrFO25S",
  "method": "wB97M-V/def2-TZVPD",
  "orbital_gap_ev": 6.80,
  "relative_energy_kj_mol": 0.0,
  "lumo_ev": -5.18,
  "charge": 1,
  "homo_energy_ev": -12.0,
  "species": ["O", "C", "C", "C", "O", "O", "C", "H", "C", "H", "Br", "C", "O", "O", "O", "H", "H", "C", "H", "H", "O", "H", "F", "O", "C", "O", "C", "O", "C", "C", "O", "H", "C", "H", "H", "H", "H", "H", "H", "H", "O", "H", "C", "C", "H", "O", "O", "C", "O", "H", "H", "H", "C", "H", "C", "H", "H", "C", "H", "C", "O", "H", "H", "C", "H", "H", "O", "H", "H", "O", "H", "O", "H", "H", "C", "C", "O", "O", "O", "H", "O", "C", "H", "C", "O", "C", "S", "C", "O", "H", "H", "H", "C", "H", "H", "C", "H", "H", "C", "H"],
  "coordinates": [[2.543, 2.733, -2.047], [0.972, 1.167, 4.025], [-1.169, 2.237, 2.378], [0.015, -1.467, -3.398], [-2.251, 6.049, 0.002], [2.316, -3.202, -4.951], [-1.972, -4.335, 5.004], [1.285, 1.096, 5.065], [-2.660, 6.827, 0.807], [-2.179, 3.996, 1.712], [-1.995, 0.196, 4.669], [-3.198, 7.725, 2.810], [-2.777, -3.754, 7.075], [-4.749, 4.053, -3.047], [3.220, -5.854, -8.366], [-3.340, 1.948, 0.903], [-2.296, 8.147, 3.256], [4.791, -0.906, -5.388], [1.544, 1.946, 3.521], [-3.733, 5.686, -2.249], [-3.406, -5.828, 7.700], [-0.709, -0.898, -3.971], [0.695, -0.197, 2.078], [3.458, -2.280, -6.658], [-4.657, 2.736, -2.777], [-2.284, -5.496, 5.772], [1.923, 1.971, 0.019], [-4.687, 3.283, 1.769], [-2.878, -5.103, 6.930], [1.164, -0.180, 3.379], [1.002, 4.371, -2.209], [-1.040, -4.476, 4.461], [3.081, 1.981, -0.953], [-3.920, 7.511, 3.593], [2.235, 1.978, 1.063], [-3.817, 1.568, 2.554], [2.242, -0.358, 3.349], [3.595, -2.408, 3.947], [5.224, -3.456, 5.393], [3.369, 0.984, -1.277], [3.736, -7.860, -9.254], [0.744, -6.701, -6.492], [3.108, -2.410, -5.364], [-0.620, -2.552, -2.558], [-3.284, 3.862, -0.198], [0.243, -2.588, -1.405], [3.501, -3.436, 6.555], [2.205, -3.308, 6.220], [1.537, -1.058, -0.383], [-1.372, 1.295, 1.872], [5.025, -1.234, -7.540], [3.361, -4.083, 3.404], [1.799, -6.632, -6.742], [5.727, -1.441, -5.225], [0.861, -1.400, -1.309], [3.956, 2.505, -0.563], [0.713, -1.000, 3.936], [4.252, -1.089, -6.792], [-0.885, -3.178, 6.494], [1.544, 3.522, -1.587], [2.170, -7.681, -7.642], [4.915, 0.134, -5.104], [2.390, -6.726, -5.828], [-3.606, 2.395, 1.866], [1.330, -5.055, -8.167], [4.313, -4.978, 5.453], [1.317, -3.138, 6.992], [-2.221, -2.283, 5.733], [1.256, 1.134, -0.154], [2.046, -3.415, 4.872], [-2.574, 3.600, 3.353], [-3.922, 2.529, -1.656], [-3.554, 9.647, 1.823], [-4.820, 8.437, 1.538], [4.230, -3.892, 5.406], [-3.315, 3.779, -1.273], [1.238, 3.191, -0.302], [-2.841, 6.521, 2.109], [0.637, -0.639, -2.393], [-0.293, 2.673, 1.900], [3.766, -1.524, -4.592], [2.152, -5.390, -7.532], [0.787, -1.851, -4.059], [-2.393, 3.159, 2.373], [-3.049, 8.084, 0.545], [-3.752, 8.588, 1.693], [-0.702, 1.838, 4.083], [3.349, -3.423, 4.266], [-5.151, 1.871, -3.424], [-5.442, 2.807, 1.405], [-1.629, -2.292, -2.233], [3.600, -0.271, -7.100], [-4.240, 4.786, -1.923], [-2.301, 3.825, -1.670], [2.477, -4.567, -6.910], [-1.886, -3.263, 6.073], [-0.639, -3.522, -3.047], [-2.780, -4.158, 4.291], [3.106, -7.199, -8.499], [-5.080, 5.057, -1.279]]
}

---

(3)
{
  "formula": "C39H35ClN2ReSi2",
  "method": "wB97M-V/def2-TZVPD",
  "multiplicity": 4,
  "orbital_gap_ev": [5.97, 5.83],
  "relative_energy_kj_mol": 117.4,
  "lumo_ev": [-6.24, -7.18],
  "charge": 2,
  "homo_energy_ev": [-12.2, -13.0],
  "species": ["C", "H", "Re", "H", "C", "H", "C", "H", "C", "H", "C", "C", "C", "H", "N", "C", "C", "C", "H", "H", "C", "C", "Si", "C", "Cl", "H", "H", "C", "H", "C", "C", "C", "H", "C", "C", "H", "H", "H", "H", "H", "H", "H", "C", "C", "H", "H", "Si", "H", "C", "C", "C", "C", "H", "C", "C", "H", "C", "H", "H", "C", "N", "H", "H", "H", "H", "C", "C", "C", "H", "H", "C", "C", "C", "H", "C", "H", "C", "C", "H", "C"],
  "coordinates": [[-5.668, -3.234, -3.892], [-4.833, -6.195, 0.839], [-0.558, -0.448, -0.442], [-0.472, 1.947, 5.166], [-2.325, -2.637, -2.277], [-4.701, -1.987, -0.877], [-5.522, -4.319, -3.011], [-1.247, 1.636, -2.655], [-1.790, -3.569, -4.867], [-1.657, -3.969, -5.873], [1.078, 0.040, -1.636], [-1.063, 2.471, 0.551], [-3.816, -3.810, 3.051], [-2.584, -1.677, -5.537], [-1.000, 1.738, -0.591], [-1.694, -4.730, 2.327], [-6.742, -5.726, -4.567], [-0.562, 1.499, 4.178], [-0.832, -5.381, 2.500], [-2.950, -0.791, -3.259], [-2.772, -4.730, 3.216], [-7.384, -4.165, -0.191], [-4.747, -4.246, -1.323], [-3.794, -2.932, 1.965], [-3.086, -0.208, -0.340], [-1.636, 4.082, -2.890], [-1.230, 4.399, 1.421], [-1.687, -3.879, 1.219], [-0.929, -5.317, -3.897], [-1.263, 3.854, 0.482], [-2.317, -2.289, -4.673], [-6.097, -4.727, -0.131], [-5.925, -6.435, -2.698], [-2.797, -3.052, 0.975], [0.596, -2.116, -0.934], [1.998, 0.674, 0.319], [-0.256, -0.561, 4.817], [-0.833, -3.888, 0.545], [-5.247, -2.257, -3.632], [-7.440, -4.770, -6.378], [-7.594, -3.332, -0.867], [0.330, -3.156, -0.946], [-1.406, -4.335, -3.768], [-6.053, -5.573, -3.363], [0.158, -1.458, -3.033], [-8.961, -6.170, 2.080], [-3.299, -2.380, -0.695], [-4.644, -3.774, 3.766], [-0.451, 0.120, 3.991], [-5.841, -5.779, 0.761], [-8.162, -5.763, 1.455], [-1.472, 4.465, -0.748], [-1.609, 5.541, -0.811], [-1.242, 2.303, -1.787], [-1.482, 3.667, -1.898], [-6.420, -2.566, -5.803], [-6.334, -3.404, -5.106], [-3.702, -5.305, -1.266], [-4.600, -2.200, 1.837], [1.185, -1.419, 0.170], [-0.731, 0.366, 1.638], [-2.786, -5.421, 4.066], [1.419, -1.865, 1.124], [1.234, 0.895, -2.281], [-0.504, -1.506, 2.532], [-0.876, 1.711, 1.791], [-6.873, -6.307, 1.539], [-0.788, 2.299, 3.058], [-7.169, -6.697, -4.820], [-9.412, -4.248, 0.551], [1.480, -0.079, -0.260], [-2.542, -1.795, -3.386], [-8.411, -4.688, 0.599], [-1.379, -4.494, -1.630], [-1.655, -3.861, -2.480], [-0.889, 3.377, 3.115], [-0.556, -0.427, 2.721], [0.521, -1.213, -2.051], [-6.670, -7.138, 2.222], [-6.888, -4.645, -5.441]]
}

---

(4)
{
  "formula": "C10H30F3N12O8Ti",
  "method": "wB97M-V/def2-TZVPD",
  "multiplicity": 4,
  "orbital_gap_ev": [3.11, 8.78],
  "relative_energy_kj_mol": 0.0,
  "lumo_ev": [0.17, 0.07],
  "charge": 0,
  "homo_energy_ev": [-2.9, -8.7],
  "species": ["H", "F", "N", "F", "O", "O", "O", "H", "C", "H", "Ti", "O", "H", "H", "H", "H", "N", "N", "O", "H", "C", "H", "C", "H", "O", "H", "H", "N", "H", "H", "H", "H", "C", "H", "H", "F", "H", "H", "N", "H", "H", "H", "C", "O", "N", "N", "H", "N", "N", "H", "C", "H", "C", "C", "O", "C", "N", "N", "H", "N", "H", "H", "H", "C"],
  "coordinates": [[11.525, -21.235, -16.976], [9.672, -17.849, -13.881], [11.746, -23.865, -20.127], [11.169, -19.227, -13.182], [11.700, -23.570, -15.237], [7.287, -24.250, -12.616], [9.818, -20.996, -15.515], [7.213, -21.646, -14.418], [13.158, -18.208, -16.809], [12.758, -21.653, -13.004], [9.605, -23.071, -16.434], [11.139, -19.263, -16.158], [10.469, -19.389, -19.664], [5.392, -24.056, -19.155], [7.274, -25.662, -13.852], [13.836, -24.570, -14.488], [6.984, -26.405, -16.940], [12.081, -22.021, -13.647], [12.516, -20.911, -19.960], [10.901, -26.078, -20.819], [12.422, -23.133, -14.347], [14.317, -23.141, -13.595], [7.482, -25.829, -15.803], [6.440, -27.247, -16.941], [8.007, -22.788, -18.011], [8.733, -24.460, -19.659], [12.554, -17.763, -17.601], [10.690, -20.034, -18.929], [5.873, -22.332, -13.569], [13.903, -17.468, -16.513], [7.160, -24.686, -20.385], [10.194, -19.863, -18.069], [7.697, -23.274, -13.241], [10.346, -26.650, -19.314], [11.917, -17.658, -15.088], [9.105, -19.829, -13.175], [9.700, -23.608, -13.097], [11.294, -21.491, -13.981], [10.796, -25.920, -19.833], [12.071, -24.139, -21.035], [5.513, -22.685, -18.036], [12.037, -22.961, -19.784], [11.834, -20.766, -18.942], [10.879, -24.447, -18.100], [5.916, -23.381, -18.633], [6.993, -26.280, -14.612], [9.171, -19.116, -15.751], [6.850, -22.341, -13.787], [9.008, -22.946, -13.391], [7.431, -26.124, -17.796], [7.279, -23.480, -18.704], [13.088, -21.688, -17.690], [9.998, -19.151, -13.886], [11.106, -24.700, -19.272], [8.384, -24.999, -15.861], [12.256, -18.536, -15.648], [13.609, -23.727, -13.995], [12.132, -21.395, -17.771], [13.671, -19.089, -17.189], [7.733, -24.383, -19.621], [9.235, -22.140, -13.961], [6.161, -26.836, -14.637], [12.783, -19.122, -14.885], [10.041, -19.680, -15.346]]
}

---

(5)
{
  "formula": "C7H6AlNO7",
  "method": "wB97M-V/def2-TZVPD",
  "orbital_gap_ev": 6.10,
  "relative_energy_kj_mol": 48.3,
  "lumo_ev": -9.48,
  "charge": 2,
  "homo_energy_ev": -15.6,
  "species": ["C", "H", "H", "O", "O", "O", "C", "C", "C", "O", "O", "Al", "C", "H", "C", "C", "H", "H", "O", "H", "N", "O"],
  "coordinates": [[0.384, 0.532, 3.058], [0.310, -1.513, 3.383], [-0.423, 0.716, 3.756], [1.618, -0.552, -2.399], [0.714, 3.025, -2.017], [0.638, -0.362, 0.916], [-0.307, -1.523, -1.458], [-2.058, 0.254, -1.697], [0.434, 2.033, -1.506], [-3.154, 0.002, -1.984], [-1.050, 1.029, 1.116], [-0.361, 0.390, -0.553], [-0.038, 0.441, 1.665], [1.112, 1.326, 3.152], [-0.453, -0.059, -3.576], [0.413, -0.807, -2.634], [1.592, -1.050, 2.448], [1.591, -0.834, 4.124], [-0.012, 0.877, -4.272], [-1.488, -0.505, -3.716], [1.030, -0.786, 3.279], [-0.493, -2.634, -1.082]]
}

---

(6)
{
  "formula": "C7H19NO2STa",
  "method": "wB97M-V/def2-TZVPD",
  "orbital_gap_ev": 7.37,
  "relative_energy_kj_mol": 75.0,
  "lumo_ev": 2.45,
  "charge": -1,
  "homo_energy_ev": -4.9,
  "species": ["C", "H", "H", "O", "H", "H", "H", "H", "H", "C", "S", "C", "O", "H", "H", "C", "C", "H", "N", "H", "H", "C", "H", "H", "H", "Ta", "H", "H", "C", "H", "H"],
  "coordinates": [[-2.103, -1.858, -0.614], [0.646, 3.374, -1.505], [1.729, -3.119, 2.809], [0.096, -3.996, 0.038], [1.254, 2.620, 0.748], [-3.520, -3.057, -0.395], [-0.819, 2.451, -1.454], [-1.760, -2.454, -1.449], [0.217, 4.610, 1.218], [-1.308, -0.680, -0.221], [1.123, -3.050, 0.480], [0.215, 2.449, -1.128], [2.475, -3.594, 0.343], [-1.428, -0.490, 0.841], [0.582, 1.112, -2.745], [0.869, -2.780, 2.255], [0.243, 2.573, 0.378], [2.032, 1.573, -1.927], [-3.140, -2.207, 0.021], [1.487, -0.060, 0.890], [-1.709, 0.181, -0.761], [1.003, 1.283, -1.755], [-0.273, 1.759, 0.864], [0.453, -1.711, -2.262], [-0.038, -3.267, 2.575], [0.929, -0.748, -0.747], [-0.995, 4.304, -0.028], [-1.237, 3.662, 1.556], [-0.474, 3.882, 0.821], [0.760, -1.722, 2.430], [2.691, -1.042, -1.278]]
}